Record 1
ORCA calculation (wB97M-V/def2-TZVPD) on C39H39AsBr2KN4O3 as an isolated structure at a distorted geometry.

```
89
C39H39AsBr2KN4O3, DFT wB97M-V/def2-TZVPD
K -17.97332 10.52396 9.81286
C -20.20714 11.96065 13.36301
C -18.75633 11.60255 12.92496
C -17.91556 12.65533 12.50245
C -16.63354 12.41283 12.02774
C -15.64760 13.52115 11.64851
C -16.14989 11.09109 12.12741
C -16.88783 10.02205 12.57330
C -16.39786 8.56961 12.54916
C -18.18961 10.31460 13.02658
H -20.23647 13.09503 13.28346
H -20.40885 11.63367 14.38264
H -21.01198 11.66072 12.59120
H -18.31981 13.69638 12.53248
H -15.00652 13.74343 12.47816
H -16.17413 14.37995 11.29016
H -15.05273 13.12394 10.81671
H -15.13827 10.89138 11.73555
H -16.46158 8.09930 11.59997
H -17.02889 7.97146 13.22954
H -15.37901 8.60747 12.88481
H -18.77871 9.52167 13.43356
C -17.21420 8.73723 4.24772
O -17.86213 8.57634 5.54235
C -17.77929 9.54421 6.46041
O -18.44634 9.60778 7.51604
N -16.95470 10.65254 6.14769
N -16.85438 11.63383 7.14658
H -17.76983 8.04988 3.57258
H -16.15626 8.45140 4.39375
H -17.21399 9.75844 3.86043
H -16.08986 10.53239 5.72623
H -16.94207 12.52895 6.72493
H -16.11859 11.48482 7.78848
Br -22.72394 5.69130 6.97821
C -21.69283 6.66443 8.15645
C -20.57985 6.16780 8.80364
C -19.83398 7.06072 9.59793
N -20.02620 8.35095 9.66491
C -21.14519 8.81082 9.09719
C -22.03301 7.97650 8.42951
C -21.50340 10.23106 9.32910
C -22.80302 10.60059 9.44671
C -23.14472 11.92923 9.73080
Br -24.90874 12.57460 9.93700
C -22.10907 12.84816 9.82917
C -20.85039 12.34512 9.73306
N -20.50817 11.10843 9.44048
H -20.35994 5.13566 8.83190
H -19.03404 6.60232 10.14302
H -22.90089 8.41936 7.96623
H -23.60977 9.94050 9.28614
H -22.34783 13.82052 10.25497
H -20.03506 13.07856 9.83688
O -15.36880 10.05529 8.99141
As -14.25585 8.88712 8.60597
C -13.68628 9.19590 6.78767
C -13.47580 8.11846 5.94212
C -12.91607 8.25390 4.68342
C -12.62239 9.51317 4.19092
C -12.88710 10.60292 4.96447
C -13.37258 10.46641 6.24031
C -14.88410 7.00562 8.65939
C -16.22628 6.74981 8.39684
C -16.53840 5.41706 8.11757
C -15.54700 4.44733 8.23504
C -14.24677 4.77364 8.48230
C -13.85173 6.07468 8.69220
C -12.66860 9.09462 9.72671
C -12.98322 9.13243 11.07715
C -11.93243 9.33381 11.95791
C -10.63445 9.52006 11.52005
C -10.37055 9.50146 10.15338
C -11.37338 9.25405 9.22416
H -13.72825 7.16492 6.39161
H -12.63934 7.35701 4.06734
H -12.14488 9.55562 3.19293
H -12.65595 11.61370 4.55435
H -13.59084 11.35180 6.85057
H -16.90892 7.63227 8.37470
H -17.60381 5.05418 7.94403
H -15.86801 3.42203 8.15119
H -13.55657 3.96623 8.51243
H -12.80136 6.37151 8.69474
H -14.03954 9.06274 11.37612
H -12.21570 9.49774 13.00524
H -9.81026 9.77110 12.15933
H -9.41268 9.80786 9.79180
H -11.12382 9.22247 8.17605
```

As for the charge: +1. The calculation puts the energy at -9937.837746 Ha. The energy above the lowest of the compared OMol25 structures with the same formula, charge and spin is 28.8 kcal per mole.



Record 2
ORCA calculation (wB97M-V/def2-TZVPD) on C39H39Br2N2O4PSn as an isolated structure.

```
88
C39H39Br2N2O4PSn, DFT wB97M-V/def2-TZVPD
Sn -1.41754 1.17443 0.04499
C 5.50899 1.49461 -4.57534
C 5.41323 0.60607 -3.31993
C 6.55782 0.95548 -2.35551
C 5.55104 -0.85930 -3.73532
C 4.07991 0.89371 -2.65881
C 3.03132 -0.05349 -2.65389
C 1.85706 0.25253 -2.04671
Br 0.43686 -0.98541 -2.08716
C 1.63695 1.51605 -1.36639
O 0.56807 1.70178 -0.71987
C 2.68274 2.52757 -1.45638
C 3.84545 2.15612 -2.08067
C 2.57675 3.96553 -0.93101
C 2.62708 4.89935 -2.15373
C 1.31597 4.30906 -0.13579
C 3.78457 4.24705 -0.02036
H 6.44581 1.28403 -5.09173
H 5.49567 2.55497 -4.32152
H 4.68859 1.29527 -5.26602
H 7.50891 0.73983 -2.84178
H 6.50322 0.36035 -1.44256
H 6.56484 2.00888 -2.07841
H 6.55467 -1.02535 -4.12458
H 4.85018 -1.12968 -4.52666
H 5.40957 -1.53777 -2.89183
H 3.15583 -1.01101 -3.13570
H 4.63958 2.88556 -2.14721
H 1.78651 4.71662 -2.82491
H 3.54946 4.77703 -2.72172
H 2.57330 5.93565 -1.81933
H 0.40359 4.18969 -0.71661
H 1.38248 5.35568 0.16173
H 1.23567 3.71201 0.77232
H 4.73152 4.21015 -0.55746
H 3.83200 3.53393 0.80498
H 3.68919 5.24728 0.40237
Br 0.85881 -0.85151 2.03741
C 0.34916 0.78889 2.81551
C 0.72438 1.10997 4.10621
C 0.35041 2.35328 4.59836
C -0.35917 3.23125 3.79069
C -0.70305 2.81580 2.52079
N -0.36386 1.60444 2.05062
C -1.45523 3.71756 1.55230
O -1.60596 4.87835 1.79571
O -1.89156 3.08122 0.48259
H 1.29648 0.41124 4.69795
H 0.62441 2.63506 5.60630
H -0.64226 4.22476 4.10844
O -3.61547 0.06084 2.24821
N -4.17964 0.78127 1.16102
C -5.10532 0.13589 0.58030
C -5.65089 -1.19832 0.89626
C -7.03589 -1.33104 0.92828
C -7.61836 -2.55574 1.21460
C -6.82096 -3.67199 1.43512
C -5.44078 -3.56222 1.36425
C -4.85500 -2.32349 1.10373
P -3.06386 -2.29754 0.88967
C -2.59351 -3.08111 -0.63897
C -2.69974 -2.31345 -1.80358
C -2.40590 -2.88027 -3.03140
C -2.00696 -4.20968 -3.09899
C -1.90828 -4.97656 -1.94493
C -2.19305 -4.41876 -0.70997
C -2.26061 -2.97354 2.29338
C -0.93581 -3.43340 2.20127
C -0.31528 -3.95684 3.31850
C -0.99022 -3.99169 4.53439
C -2.28615 -3.49627 4.64377
C -2.92179 -2.97725 3.53363
H -3.36272 0.75813 2.86816
H -5.56051 0.68797 -0.23771
H -7.65812 -0.46578 0.73854
H -8.69523 -2.64179 1.25461
H -7.27120 -4.63155 1.64842
H -4.82486 -4.44160 1.50920
H -3.01308 -1.27641 -1.74887
H -2.49049 -2.29043 -3.93365
H -1.77744 -4.65390 -4.05809
H -1.61523 -6.01562 -2.00739
H -2.12979 -5.02724 0.18227
H -0.40433 -3.38101 1.26002
H 0.69451 -4.33666 3.24801
H -0.49886 -4.39977 5.40755
H -2.79791 -3.52404 5.59580
H -3.93071 -2.59372 3.61026
```

As for the charge: +2. The calculation puts the energy at -7623.155512 Ha. The energy above the lowest of the compared OMol25 structures with the same formula, charge and spin is 54.0 kcal per mole.



Record 3
ORCA calculation (wB97M-V/def2-TZVPD) on C39H39Cl2MoN3O3SSi as an isolated structure.

```
89
C39H39Cl2MoN3O3SSi, DFT wB97M-V/def2-TZVPD
Mo -0.12745 -0.17844 -0.35759
Cl 1.20093 2.64673 -0.81986
C -0.13719 3.73302 -0.64663
C 0.13609 5.08159 -0.49512
C -0.91052 5.97278 -0.33027
C -2.21272 5.50057 -0.31370
C -2.46016 4.14716 -0.46043
Cl -4.11090 3.62580 -0.40898
C -1.43133 3.20876 -0.63698
S -1.85998 1.51944 -0.81345
H 1.16203 5.41830 -0.50827
H -0.71353 7.02879 -0.21349
H -3.04803 6.17309 -0.18423
C 0.24098 -7.53652 4.95854
O 0.90917 -6.29116 4.95094
C 1.90581 -6.11307 4.04514
C 2.37127 -7.09629 3.17841
C 3.40710 -6.79516 2.30702
C 3.93746 -5.51506 2.24373
C 3.49123 -4.54134 3.13673
C 2.49300 -4.84715 4.03704
N 5.03028 -5.33066 1.34443
N 5.18957 -4.31823 0.65132
C 4.24692 -3.24703 0.58908
C 4.74381 -1.97481 0.77595
C 3.93543 -0.83201 0.68682
C 2.60197 -0.97804 0.35633
O 1.74304 0.01416 0.21257
C 2.09447 -2.27379 0.09324
N 0.78227 -2.29022 -0.27672
C 0.25430 -3.45235 -0.60837
C 0.98887 -4.64800 -0.60335
C 2.30209 -4.63960 -0.22022
C 2.89611 -3.42377 0.18150
H -0.55597 -7.44383 5.69190
H 0.91355 -8.34608 5.25468
H -0.19068 -7.75962 3.97851
H 1.95934 -8.09422 3.18838
H 3.80763 -7.55939 1.65432
H 3.93191 -3.55381 3.13367
H 2.14377 -4.11838 4.75450
H 5.79502 -1.86867 1.00803
H 4.34839 0.15220 0.85513
H -0.77106 -3.45502 -0.94613
H 0.49991 -5.55803 -0.91908
H 2.88256 -5.55025 -0.24057
C -1.66673 2.27170 2.69618
C -0.18205 1.97644 2.70432
O 0.02800 0.57666 2.50588
C 1.17913 0.10040 3.18705
C 1.11973 -1.40300 3.29620
H -1.83389 3.34936 2.71552
H -2.14404 1.82846 3.57045
H -2.14654 1.86519 1.80765
H 0.23403 2.25853 3.67846
H 0.36507 2.53864 1.93717
H 1.20927 0.55109 4.18680
H 2.08405 0.42193 2.65568
H 0.30895 -1.72055 3.95034
H 2.06368 -1.78449 3.68247
H 0.95258 -1.84959 2.31794
C -3.12682 -3.92956 4.06505
C -1.90161 -4.04853 3.42725
C -1.64860 -3.32085 2.27485
C -2.59795 -2.46002 1.72880
C -3.82630 -2.35824 2.38814
C -4.09118 -3.08286 3.53992
Si -2.37939 -1.47257 0.12837
C -2.92634 -2.62239 -1.28562
C -3.14874 -2.07348 -2.55042
C -3.57419 -2.85653 -3.61135
C -3.79019 -4.21513 -3.42814
C -3.59116 -4.77769 -2.17688
C -3.16645 -3.98587 -1.11916
H -3.32885 -4.49062 4.96812
H -1.13624 -4.69961 3.83139
H -0.68239 -3.43440 1.80046
H -4.58777 -1.69694 1.99339
H -5.05116 -2.98311 4.03025
H -3.50117 -0.49372 0.16272
H -2.99396 -1.01120 -2.70828
H -3.74119 -2.40668 -4.58149
H -4.12015 -4.82956 -4.25528
H -3.77449 -5.83337 -2.02122
H -3.03420 -4.43678 -0.14155
C 0.06133 -0.51009 -2.43350
H 0.13456 -1.57064 -2.67577
H 0.99265 -0.00852 -2.72080
H -0.75293 -0.06919 -3.00750
```

As for the charge: 0. The calculation puts the energy at -3575.730090 Ha. Its spin multiplicity is 3. Its expectation value of S² is 2.033. The energy above the lowest of the compared OMol25 structures with the same formula, charge and spin is 2.9 kcal per mole.



Record 4
ORCA calculation (wB97M-V/def2-TZVPD) on C39H39Cl2N8O8SiTa as an isolated structure at a distorted geometry.

```
98
C39H39Cl2N8O8SiTa, DFT wB97M-V/def2-TZVPD
Ta -0.11513 0.37813 -0.14541
C -1.89569 4.00917 0.28555
C -2.72477 2.76927 0.22969
C -4.08361 2.82011 0.45280
C -4.84806 1.65685 0.30699
C -4.25284 0.47987 -0.05467
C -2.85478 0.46709 -0.23955
N -2.11725 1.60335 -0.09357
N -2.06515 -0.57798 -0.54392
Si -2.61784 -2.04861 -1.30512
C -3.17219 -1.62860 -3.03217
C -4.02898 -2.88247 -0.40142
C -1.20569 -3.26632 -1.32982
H -2.17673 4.63429 1.13570
H -2.05116 4.59664 -0.62455
H -0.85009 3.75575 0.34152
H -4.54071 3.76055 0.72833
H -5.91975 1.68814 0.48043
H -4.82341 -0.43487 -0.16782
H -4.18525 -1.20397 -3.03159
H -3.18727 -2.52363 -3.66997
H -2.50434 -0.89056 -3.49377
H -5.01395 -2.53371 -0.73179
H -3.95663 -2.73198 0.68391
H -3.98184 -3.96016 -0.59683
H -0.23169 -2.79449 -1.19362
H -1.18607 -3.81021 -2.28337
H -1.33228 -4.00989 -0.53039
Cl 1.25832 5.24790 0.21607
C 2.34378 3.90496 0.33036
C 3.70006 4.20565 0.59916
C 4.64012 3.22809 0.63112
Cl 6.30451 3.63980 0.91918
C 4.26538 1.87992 0.40789
C 5.15857 0.78747 0.35130
C 4.67787 -0.45980 0.07121
C 3.29501 -0.63632 -0.11435
N 2.43650 0.34933 -0.01524
C 2.90404 1.60747 0.20547
C 1.91875 2.61617 0.13127
O 0.68339 2.24388 -0.18429
H 3.98221 5.23953 0.75771
H 6.21546 0.95667 0.51503
H 5.33810 -1.31449 -0.00945
H 2.88442 -1.60485 -0.37223
O 0.05680 -4.70509 6.09926
N 0.81736 -4.91110 5.16977
O 1.68401 -5.76405 5.15872
C 0.68546 -4.05596 3.97835
C 1.56096 -4.21067 2.92038
C 1.44382 -3.40608 1.82414
C 0.48584 -2.33383 1.72650
O 0.50257 -1.52078 0.76800
C -0.41336 -2.28921 2.84440
C -0.31098 -3.12021 3.92788
N -1.49780 -1.31133 2.89971
O -1.59300 -0.51678 2.00067
O -2.26820 -1.34245 3.83389
N 2.38228 -3.69943 0.71504
O 3.43172 -4.25435 0.99404
O 2.06835 -3.37010 -0.40552
H 2.32661 -4.97087 2.94803
H -1.01340 -3.02777 4.74224
N -0.01731 0.57809 6.49429
C 0.14218 0.79274 5.15394
C -0.77774 1.55055 4.42248
C -0.56952 1.74579 3.07786
N 0.48188 1.25909 2.39646
C 1.37019 0.55426 3.11287
C 1.24927 0.29232 4.46083
H -0.89483 0.79420 6.92985
H 0.58338 -0.06888 6.97059
H -1.66594 1.95060 4.89979
H -1.28712 2.31730 2.49875
H 2.23033 0.17682 2.56424
H 1.99834 -0.30426 4.97191
C 1.74775 -0.92549 -3.78551
C 1.02648 0.34885 -3.30083
C 2.07791 1.43854 -3.04521
C 0.18312 -0.06088 -2.09428
C 0.05667 0.89277 -4.37048
C -1.00909 1.71872 -3.99562
C -1.88418 2.23385 -4.94336
C -1.70443 1.94618 -6.29135
C -0.64122 1.14246 -6.67845
C 0.22909 0.61976 -5.72598
H 2.21981 -1.42131 -2.93191
H 2.52997 -0.68762 -4.51524
H 1.04320 -1.62675 -4.24017
H 2.91647 1.04471 -2.46403
H 1.63905 2.28720 -2.51590
H 2.47119 1.79978 -4.00033
H -0.49363 -0.85609 -2.42772
H -1.14752 1.94731 -2.94438
H -2.71253 2.86091 -4.62818
H -2.38644 2.34794 -7.03298
H -0.48619 0.91690 -7.72765
H 1.04906 -0.00940 -6.05560
```

As for the charge: 0. The calculation puts the energy at -3816.339448 Ha. The energy above the lowest of the compared OMol25 structures with the same formula, charge and spin is 23.1 kcal per mole.



Record 5
ORCA calculation (wB97M-V/def2-TZVPD) on C39H39GeN3O3PV as an isolated structure.

```
87
C39H39GeN3O3PV, DFT wB97M-V/def2-TZVPD
V 0.76837 -1.13340 -0.15126
C 1.85226 0.17530 2.82431
C 0.78311 -0.85093 3.04962
C 0.29375 -1.08710 4.33228
C -0.73235 -1.98770 4.51873
C -1.27527 -2.62343 3.41841
C -0.75179 -2.35642 2.16917
N 0.27927 -1.51115 1.98656
C -1.32883 -2.94864 0.92960
C -2.31715 -3.91323 0.92634
C -2.76801 -4.39489 -0.29201
C -2.21950 -3.92463 -1.47156
C -1.23275 -2.95756 -1.40248
N -0.82613 -2.47983 -0.21824
C -0.55954 -2.36775 -2.59404
C -0.99523 -2.62406 -3.87571
C -0.36108 -1.99697 -4.93505
C 0.65238 -1.10931 -4.66950
C 1.03904 -0.86615 -3.35246
C 2.06484 0.18903 -3.08311
N 0.46400 -1.52445 -2.33075
H 2.81239 -0.29342 2.58890
H 1.98580 0.79286 3.71004
H 1.56639 0.80488 1.98033
H 0.71898 -0.54571 5.16658
H -1.12401 -2.17994 5.51021
H -2.10881 -3.29957 3.53947
H -2.73172 -4.29371 1.84699
H -3.54222 -5.15063 -0.32105
H -2.55653 -4.31527 -2.42015
H -1.82822 -3.28671 -4.05906
H -0.68219 -2.18329 -5.95204
H 1.14529 -0.56821 -5.46606
H 3.06251 -0.16780 -3.33936
H 2.03017 0.48668 -2.03913
H 1.84548 1.06607 -3.69299
C 4.14350 0.99962 0.05936
O 4.35069 -0.36870 0.46859
P 3.30376 -1.46417 -0.06565
O 3.74816 -2.72189 0.82701
C 3.88344 -2.69166 2.25365
O 3.84329 -1.94473 -1.48233
C 5.18492 -2.45523 -1.64683
H 4.74226 1.61837 0.71815
H 3.08903 1.27121 0.14438
H 4.47389 1.13765 -0.97013
H 4.38570 -3.61100 2.53591
H 2.90409 -2.65774 2.73078
H 4.48463 -1.83987 2.56477
H 5.46051 -2.27982 -2.68170
H 5.19325 -3.52023 -1.43327
H 5.88085 -1.93964 -0.98854
C 0.19436 0.43022 -0.16992
Ge -1.08419 1.84799 0.01972
C -2.74362 1.06392 0.70626
C -3.89150 0.99801 -0.08492
C -5.04151 0.36298 0.37792
C -5.05860 -0.21128 1.64204
C -3.92606 -0.14378 2.44559
C -2.77878 0.48733 1.97851
C -1.41678 2.61943 -1.74092
C -1.38763 1.78877 -2.86357
C -1.63750 2.29884 -4.13249
C -1.91665 3.65136 -4.29243
C -1.94684 4.48764 -3.18417
C -1.69815 3.97399 -1.91529
C -0.40847 3.16621 1.29156
C 0.91089 3.61269 1.17966
C 1.43419 4.52312 2.08943
C 0.64095 4.99668 3.12966
C -0.67212 4.56187 3.25205
C -1.19386 3.65112 2.33708
H -3.89055 1.44435 -1.07385
H -5.92487 0.32314 -0.24743
H -5.95587 -0.69631 2.00658
H -3.94281 -0.57120 3.44297
H -1.90740 0.54713 2.62166
H -1.16788 0.73177 -2.73929
H -1.61657 1.64333 -4.99622
H -2.11042 4.05282 -5.27928
H -2.16239 5.54175 -3.30705
H -1.71725 4.63877 -1.05812
H 1.53558 3.24675 0.37012
H 2.45618 4.86809 1.98641
H 1.04577 5.70722 3.83987
H -1.29339 4.93285 4.05825
H -2.22094 3.31730 2.44394
```

As for the charge: +1. The calculation puts the energy at -5261.676081 Ha. Its spin multiplicity is 2. Its expectation value of S² is 0.866. The energy above the lowest of the compared OMol25 structures with the same formula, charge and spin is 0.0 kcal per mole.